The following is a DFT calculation (ωB97M-V/def2-TZVPD) of C37H32F3InP2 as an isolated structure.

Each line ends with the Mulliken charge.
Geometry (Å):
C (-2.41650, 0.33993, -1.46093)  -0.4380
C (-1.45090, 1.36933, -1.51576)  0.6325
C (-0.74207, 1.54541, -2.72541)  -0.3621
C (-1.02603, 0.77056, -3.85277)  -0.7685
C (-1.99594, -0.23110, -3.78710)  -0.4112
C (-2.69686, -0.43378, -2.59281)  -0.8947
P (-1.05960, 2.37490, -0.04341)  1.0457
C (-0.28145, 3.87602, -0.71282)  0.4369
C (1.11749, 4.00203, -0.80131)  -0.0485
C (1.66664, 5.18965, -1.29765)  -0.7129
C (0.83504, 6.24203, -1.68750)  -0.6127
C (-0.55352, 6.11349, -1.56618)  -0.6340
C (-1.11942, 4.94038, -1.06084)  -0.4430
In (0.86737, 0.96623, 1.28395)  0.8041
P (1.17773, -2.52303, 0.57050)  1.5008
C (1.46378, -2.46834, -1.19256)  0.5699
C (0.63329, -3.15841, -2.09204)  -0.4718
C (0.71128, -2.88620, -3.45540)  -0.6351
C (1.57370, -1.90746, -3.94800)  -0.5839
C (2.34656, -1.16733, -3.05347)  -0.9023
C (2.30965, -1.44458, -1.68810)  -0.3955
C (2.65575, -2.81081, 1.50519)  0.8068
C (2.66889, -2.76442, 2.91830)  -0.4256
C (3.79893, -3.20818, 3.60770)  -0.7094
C (4.94508, -3.62641, 2.90751)  -0.4416
C (4.95096, -3.58324, 1.50533)  -0.7102
C (3.82942, -3.14295, 0.81035)  -0.3610
C (-0.24433, -3.41013, 1.13985)  0.3988
C (-1.23684, -2.78549, 1.92878)  -0.3200
C (-2.39056, -3.49877, 2.25868)  -0.5811
C (-2.56677, -4.82272, 1.82710)  -0.5221
C (-1.53075, -5.46349, 1.13295)  -0.7271
C (-0.36582, -4.77030, 0.80519)  -0.3204
C (-2.56816, 2.84707, 0.87223)  0.3099
C (-3.87846, 2.97426, 0.35121)  0.0854
C (-4.96925, 3.12207, 1.22134)  -0.7741
C (-4.77952, 3.14277, 2.60998)  -0.3940
C (-3.47740, 3.11991, 3.12339)  -0.8308
C (-2.39802, 3.11809, 2.24927)  -0.6065
H (1.80063, -2.38262, 3.46991)  0.3817
H (3.79548, -3.25772, 4.70392)  0.4030
H (5.81978, -4.01313, 3.45025)  0.4124
H (5.82479, -3.92434, 0.94754)  0.4204
H (3.84945, -3.07044, -0.27757)  0.3418
H (-0.08506, -3.88024, -1.70371)  0.4357
H (0.04064, -3.40880, -4.13478)  0.4622
H (1.57883, -1.66501, -5.01388)  0.4592
H (2.94524, -0.32766, -3.41395)  0.4352
H (2.89780, -0.83181, -0.99299)  0.6433
H (-1.09329, -1.75367, 2.27295)  0.2793
H (-3.18298, -3.03238, 2.85110)  0.4075
H (-3.50263, -5.35691, 2.02640)  0.4169
H (-1.63542, -6.50725, 0.83600)  0.4172
H (0.45710, -5.27964, 0.29787)  0.4975
H (-4.06858, 2.98622, -0.72495)  0.4611
H (-5.98800, 3.18334, 0.82430)  0.3961
H (-5.63015, 3.15353, 3.29736)  0.4126
H (-3.29564, 3.08882, 4.19930)  0.4250
H (-1.39550, 3.32832, 2.65812)  0.4435
H (1.77342, 3.18341, -0.47081)  0.1842
H (2.74973, 5.28362, -1.38611)  0.4330
H (1.26327, 7.16496, -2.08035)  0.4109
H (-1.21610, 6.92526, -1.86589)  0.4229
H (-2.20251, 4.83800, -0.94429)  0.3127
H (0.01561, 2.32896, -2.79383)  0.4039
H (-0.48740, 0.95473, -4.78744)  0.4612
H (-2.17598, -0.87219, -4.65588)  0.4558
H (-3.47257, -1.20515, -2.55377)  0.4257
H (-2.96185, 0.16658, -0.53236)  0.5072
H (0.86988, -1.11754, 0.79500)  -1.0385
H (0.00162, 2.63438, 1.29022)  0.0668
F (3.84375, 1.48152, 0.98160)  -0.2211
C (2.85218, 1.53570, 1.94911)  0.4962
F (3.37866, 0.83479, 3.01559)  -0.2001
F (2.83236, 2.86742, 2.37125)  -0.2252

Its spin multiplicity is 1. The calculation puts the highest occupied orbital energy (alpha / beta) at -13.26 / -13.03 eV. For the largest force on an atom, the calculation gives 0.0745 Eh/bohr. As for the charge: +2.